#w
The following is a DFT calculation (the ωB97M-V functional and the def2-TZVPD basis) of a 3-piece molecular cluster, C5H13NO2 overall.

Values from the calculation:
* total charge: 0
* LUMO: 0.62 eV
* frontier orbital gap: 9.3833 eV
* SMILES: C=C/C=C/CN.O.O

Each atom is followed by the atoms it is bonded to, with distances in Å.
Cartesian coordinates (Å):
1 C -0.865 -2.571 -0.924  C2 1.301, H10 1.152, C13 1.418
2 C -1.560 -3.631 -0.635  C1 1.301, H11 1.086, H17 1.115
3 H 1.961 5.427 1.841  O5 0.981
4 N 0.596 1.677 -0.118  C6 1.505, H8 0.975, H21 1.021
5 O 1.152 5.610 1.317  H3 0.981, H9 0.989
6 C -0.791 1.106 -0.241  N4 1.505, H12 1.075, C19 1.474, H20 1.143
7 H -1.212 -0.246 -1.901  C19 1.054
8 H 1.129 1.661 -0.935  N4 0.975
9 H 0.914 4.673 1.110  O5 0.989
10 H -0.337 -2.489 -1.945  C1 1.152
11 H -2.126 -3.638 0.292  C2 1.086
12 H -1.312 1.192 0.695  C6 1.075
13 C -1.089 -1.380 -0.188  C1 1.418, H16 1.086, C19 1.355
14 H 1.848 -1.830 1.273  O15 0.983
15 O 2.459 -1.059 1.279  H14 0.983, H18 1.014
16 H -1.148 -1.403 0.896  C13 1.086
17 H -1.539 -4.551 -1.265  C2 1.115
18 H 3.199 -1.298 0.629  O15 1.014
19 C -1.009 -0.211 -0.868  C6 1.474, H7 1.054, C13 1.355
20 H -1.396 1.854 -0.858  C6 1.143
21 H 1.126 1.108 0.545  N4 1.021

#x
The following is a DFT calculation (the ωB97M-V functional and the def2-TZVPD basis) of one molecule with the formula C5H13NO2.

Values from the calculation:
* total charge: 0
* LUMO: 0.82 eV
* frontier orbital gap: 10.0578 eV
* SMILES: C[C@@H](CCO)NCO

Each atom is followed by the atoms it is bonded to, with distances in Å.
Cartesian coordinates (Å):
1 H 0.007 -2.295 0.495  C9 1.087
2 C -0.367 1.769 -1.111  N5 1.412, H7 1.082, H8 1.095, O14 1.445
3 O 2.825 -1.667 0.410  H10 0.970, C18 1.426
4 H 1.831 0.117 0.590  C18 1.093
5 N -0.858 0.446 -1.054  C2 1.412, C6 1.480, H21 1.011
6 C -0.698 -0.241 0.248  N5 1.480, C9 1.534, C13 1.520, H15 1.082
7 H -0.521 2.197 -2.092  C2 1.082
8 H 0.721 1.774 -0.992  C2 1.095
9 C 0.366 -1.339 0.124  H1 1.087, C6 1.534, C18 1.527, H19 1.095
10 H 2.723 -1.821 -0.542  O3 0.970
11 H -1.938 -1.281 1.664  C13 1.091
12 H -1.069 3.475 -0.448  O14 0.960
13 C -2.043 -0.788 0.696  C6 1.520, H11 1.091, H17 1.089, H20 1.091
14 O -0.925 2.604 -0.072  C2 1.445, H12 0.960
15 H -0.412 0.520 0.962  C6 1.082
16 H 1.605 -1.058 1.897  C18 1.090
17 H -2.717 0.052 0.854  C13 1.089
18 C 1.668 -0.940 0.815  O3 1.426, H4 1.093, C9 1.527, H16 1.090
19 H 0.594 -1.538 -0.928  C9 1.095
20 H -2.448 -1.465 -0.058  C13 1.091
21 H -1.802 0.402 -1.412  N5 1.011

Most favorable first, least favorable last: #x, #w